1.
Here is a 2-piece molecular cluster, C3H9NO3 overall at a distorted geometry from the Open Molecules 2025 dataset. Energies are from ωB97M-V/def2-TZVPD.

Output
2S+1: 2
Energy above the lowest of the compared OMol25 structures with the same formula, charge and spin in kcal per mole: 34.86
HOMO level (spin up / spin down) in eV: -14.77 / -14.77
Expectation value of S²: 0.754
Net charge: +1

```
16
Properties=species:S:1:pos:R:3:nbo_charge:R:1
C -0.37721 0.46157 1.26057 -0.2781
C 0.46090 0.84245 0.06267 -0.5675
C 0.23446 2.23862 -0.46781 0.7861
O 0.00500 2.26112 -1.81429 -0.6805
O -0.03910 3.14382 0.25109 -0.4893
N -0.29780 -0.94916 1.57815 -0.2500
H -0.16519 1.12366 2.11443 0.2935
H -1.48781 0.62396 1.08057 0.3324
H 1.51353 0.56163 0.01090 0.2848
H 0.11148 0.12032 -0.69971 0.2361
H 0.85230 2.09524 -2.24868 0.5002
H -0.97531 -1.12725 2.32871 0.4210
H -0.54249 -1.41843 0.70212 0.4087
H 0.60490 -3.90988 -1.71634 0.4898
H -0.31913 -3.08411 -0.91630 0.4434
O 0.42146 -2.98357 -1.52608 -0.9305
```

***

2.
Here is C16H15BF4MoN3O4S6Se2Te2 as an isolated structure at a distorted geometry from the Open Molecules 2025 dataset. Energies are from ωB97M-V/def2-TZVPD.

Output
2S+1: 3
Energy above the lowest of the compared OMol25 structures with the same formula, charge and spin in kcal per mole: 22.58
HOMO level (spin up / spin down) in eV: -4.99 / -5.04
Expectation value of S²: 2.036
Net charge: -1

```
54
Properties=species:S:1:pos:R:3:nbo_charge:R:1
Mo -0.07284 0.24379 -1.25079 0.7448
Se -1.98079 1.87079 -0.48749 -0.3543
Te -2.94163 2.75838 -2.64120 0.0132
Te -3.28713 0.28041 -3.66716 0.1090
Se -0.88881 -0.44805 -3.59335 -0.3537
N 0.90545 0.44177 0.71998 -1.0597
H 1.33321 -0.48339 0.86740 0.4525
H 0.15030 0.50452 1.40497 0.4333
H 1.60231 1.16695 0.83679 0.3917
O -1.59577 -0.32665 1.74484 -0.6456
C -1.74167 -1.15414 0.86440 0.8145
O -1.19279 -1.08491 -0.32179 -0.6909
C -2.69102 -2.30470 1.00869 -0.1265
C -3.51939 -2.35459 2.12261 -0.1597
C -4.41027 -3.39993 2.27615 -0.2075
C -4.44428 -4.38394 1.30314 0.0168
C -3.61952 -4.35940 0.19239 -0.1993
C -2.73544 -3.30530 0.04527 -0.0873
N -5.39424 -5.49938 1.46189 0.5338
O -5.47650 -6.30769 0.55805 -0.3828
O -6.14370 -5.47403 2.42105 -0.3941
H -3.44747 -1.56659 2.85954 0.2348
H -5.06913 -3.46710 3.12862 0.2404
H -3.66690 -5.16039 -0.52935 0.2435
H -2.04955 -3.26728 -0.78813 0.2563
F 1.54729 -2.21518 0.80012 -0.6088
B 1.00409 -3.51016 0.41833 1.3528
F -0.01482 -3.82202 1.32642 -0.5704
F 2.03156 -4.44512 0.46151 -0.5615
F 0.48638 -3.38242 -0.88092 -0.5713
S 0.74536 2.40515 -2.41398 0.0020
C 0.45243 3.81318 -1.53874 0.1019
N 0.16712 4.92735 -2.26240 -0.5014
C 0.01750 6.17148 -1.74262 0.0543
C 0.12935 6.36381 -0.40655 -0.2875
C 0.38675 5.23882 0.41064 -0.1436
C 0.52654 3.99786 -0.13395 -0.2269
H 0.04279 4.77209 -3.25479 0.4397
H -0.19840 6.96139 -2.44644 0.2186
H 0.01076 7.35200 0.01097 0.2302
H 0.46406 5.36361 1.48325 0.2253
H 0.71166 3.13523 0.47910 0.2414
C 4.79075 2.55845 0.82910 -0.7550
S 3.62944 1.95473 -0.42106 0.2853
C 3.99300 0.22928 -0.43493 -0.4200
C 3.30364 -0.68120 -1.14891 -0.3911
S 1.97415 -0.42941 -2.27767 0.0211
S 3.96300 -2.30158 -1.14627 0.5809
C 5.32952 -2.00876 -0.15293 -0.5714
S 6.45725 -3.12225 0.26925 -0.0839
S 5.39291 -0.37099 0.42035 0.4326
H 4.57783 3.62224 0.92288 0.2310
H 5.82121 2.43093 0.50361 0.2268
H 4.63445 2.07232 1.79014 0.2258
```

***

3.
Here is an isolated molecule of C4H9NO2S at a distorted geometry from the Open Molecules 2025 dataset. Energies are from ωB97M-V/def2-TZVPD.

Output
Energy above the lowest of the compared OMol25 structures with the same formula, charge and spin in kcal per mole: 51.09
HOMO level in eV: -9.53

```
17
Properties=species:S:1:pos:R:3:nbo_charge:R:1
C 0.32949 2.36433 -0.85854 -0.6096
C -0.24252 1.33553 0.15095 -0.2365
N 0.42031 0.10526 -0.08514 -0.6203
C -0.44390 -1.13712 0.67828 -0.3070
S -2.09761 -1.28574 -0.04800 -0.0249
C 0.39431 -2.38312 0.72765 0.7553
O 0.05585 -3.52089 0.68205 -0.5366
O 1.69904 -2.05379 0.69238 -0.6847
H 1.44094 2.45287 -0.82704 0.2098
H 0.17367 2.12349 -1.83620 0.2026
H -0.04359 3.33161 -0.81070 0.2157
H -1.30660 1.25492 0.10184 0.1896
H 0.08314 1.55458 1.14841 0.1864
H 0.34127 -0.24932 -1.03766 0.3551
H -0.50187 -0.80494 1.72137 0.2522
H -2.22347 -1.94276 -1.12237 0.1412
H 1.92154 -1.14491 0.72272 0.5116
```

***

4.
Here is a 2-piece molecular cluster, C3H4F3N overall at a distorted geometry from the Open Molecules 2025 dataset. Energies are from ωB97M-V/def2-TZVPD.

Output
Energy above the lowest of the compared OMol25 structures with the same formula, charge and spin in kcal per mole: 67.53
HOMO level (spin up / spin down) in eV: -10.87 / -10.87

```
11
Properties=species:S:1:pos:R:3:nbo_charge:R:1
C -0.56579 0.09828 1.26948 0.6361
C 0.56478 -0.55431 -0.76643 -0.4306
C -1.14799 0.07930 2.67781 0.5018
N -0.09577 -0.69446 0.53416 -0.3235
F 0.07474 2.07816 1.24944 -0.6629
F -2.40602 0.35812 2.55882 -0.2961
F -1.06054 -1.19731 3.14443 -0.3285
H 1.48996 -1.04612 -0.75403 0.2242
H 0.84931 0.48766 -1.08999 0.2509
H -0.15439 -1.13035 -1.27462 0.2307
H -0.61074 0.72780 3.43905 0.1980
```

***

5.
Here is an isolated molecule of C3H5NO3 at a distorted geometry from the Open Molecules 2025 dataset. Energies are from ωB97M-V/def2-TZVPD.

Output
Energy above the lowest of the compared OMol25 structures with the same formula, charge and spin in kcal per mole: 209.39
HOMO level in eV: -9.03

```
12
Properties=species:S:1:pos:R:3:nbo_charge:R:1
C -0.72447 0.42948 -0.26920 -0.0799
C -0.21499 1.40763 0.75447 -0.6229
C 0.82827 2.15121 0.59868 0.7555
N 0.93678 -1.31733 -0.35196 -0.5676
O 1.54705 3.06812 0.55664 -0.4453
O 1.10513 0.77942 -1.60268 -0.5013
O 0.30487 -0.13097 -1.19354 0.0197
H -1.34424 1.17108 -0.89951 0.2270
H -1.27666 -0.38682 0.17813 0.2199
H -0.44010 1.02232 1.76516 0.2710
H 0.71742 -2.16516 -0.84465 0.3522
H 1.96645 -1.19012 -0.40183 0.3717
```

***

6.
Here is C8H13BrNO2 as an isolated structure at a distorted geometry from the Open Molecules 2025 dataset. Energies are from ωB97M-V/def2-TZVPD.

Output
2S+1: 3
HOMO level (spin up / spin down) in eV: -10.99 / -12.91
Expectation value of S²: 2.024
Net charge: +1

```
25
Properties=species:S:1:pos:R:3:nbo_charge:R:1
C 1.24240 -0.04706 1.89268 -0.2935
C 1.17524 1.18912 -0.69272 -0.3122
C 0.04798 -0.52391 1.93296 0.1405
C 0.63274 0.09336 -1.16660 0.1948
C 2.44663 1.08095 0.13983 -0.4701
C 2.30325 -0.20090 0.89321 -0.2142
C -1.51410 0.62415 -2.36851 -0.4618
C -1.35566 -0.90353 1.73769 0.2711
N -0.57078 -0.34942 -1.65550 -0.6633
O -2.32041 0.06617 1.92083 -0.6720
O -1.56731 -1.39601 0.31396 -0.7196
Br 2.00036 -1.80522 -0.30730 0.1142
H 1.61084 0.23330 2.84241 0.2540
H 0.73896 2.12320 -0.96205 0.2254
H 3.30372 1.10033 -0.59651 0.2591
H 2.41797 2.14284 0.71691 0.2707
H 3.17920 -0.50100 1.43380 0.2517
H -1.14268 1.65378 -2.38890 0.2380
H -1.63597 0.49671 -3.52512 0.2498
H -2.51850 0.72338 -1.98356 0.2321
H -1.45986 -1.82143 2.29882 0.2045
H -0.27409 -1.17816 -2.12301 0.4294
H -1.09993 -1.03968 -0.82336 0.4780
H -3.17516 -0.37644 2.26654 0.5030
H -2.46483 -1.38455 0.20348 0.4905
```

***

The electronic energy results, record by record, are as follows: -10879.29126; -253198.47823; -20712.81746; -12815.06506; -10816.60798; -84119.47464 eV.